Here is a molecular structure, C35H47BF4N3O2PRh from the OMol25 dataset. Energies are from the ωB97M-V functional and the def2-TZVPD basis.

Geometry as ORCA input:
```
! RIJCOSX wB97M-V def2-TZVPD def2/J DEFGRID3
* xyz 1 5
Rh 0.1155 -0.1808 -0.2805
P -2.9250 1.3408 -0.5762
F 2.0887 -1.5013 -0.3127
F 3.7332 -0.6667 1.0913
F 2.1135 0.7255 0.1838
F 3.7687 -0.1856 -1.1639
O 0.5726 0.7280 -7.2341
O -1.4023 1.2910 -0.4341
N -0.0108 0.1578 1.9998
N 0.8938 -0.0670 -2.3693
N 2.4142 -0.5966 -7.1506
C -4.3188 -0.9786 -4.2100
C -4.9515 -0.1892 -1.8967
C -3.9613 3.5175 2.3097
C -0.9934 -0.5963 4.0161
C -4.0359 5.5500 -2.3713
C 0.5584 1.1718 2.6469
C -0.9303 -1.8833 0.4833
C -2.5773 5.1194 -2.2358
C -5.1069 1.2286 1.2663
C -2.1913 -3.9049 0.1752
C -3.4853 -0.1732 -1.3990
C -1.3342 -2.9340 -0.3270
C -0.4062 0.4586 4.6958
C 1.3836 0.0873 -6.6012
C -5.4735 1.5060 2.7229
C 1.5600 -1.1403 -4.3799
C -3.3094 2.8038 -1.5909
C -4.7807 3.2377 -1.6810
C -0.7798 -0.7281 2.6512
C 0.7880 1.1220 -4.4252
C 0.6228 1.0501 -3.0600
C -5.1571 2.9638 3.1024
C -2.6347 -3.8210 1.4898
C -3.5764 1.3112 1.1154
C 1.3586 -1.1419 -3.0112
C -2.9513 2.4153 2.0068
C -3.1280 -1.5782 -3.4431
C -5.0295 0.1112 -3.3907
C -2.4220 4.0009 -1.2063
C -2.2018 -2.7906 2.3115
C -2.5000 -0.5321 -2.5295
C 0.3842 1.3631 4.0049
C 1.2652 0.0078 -5.0998
C -4.9308 4.3603 -2.7091
C -1.3330 -1.8209 1.8176
B 3.0344 -0.4441 -0.0426
H -4.9096 0.8165 3.3590
H -2.5072 -4.7276 -0.4542
H -4.1340 6.3243 -3.1330
H -5.3664 -1.1829 -1.7103
H -2.2248 0.3520 -3.1140
H 0.8668 2.1916 4.5027
H -3.4815 4.3277 2.8599
H -1.5955 -1.3191 4.5473
H -4.5726 1.0858 -3.5920
H 0.5427 2.0230 -4.9706
H -2.6363 1.9571 2.9490
H -2.3858 -1.9705 -4.1403
H -2.9970 2.4733 -2.5923
H -2.2088 4.7680 -3.2067
H 1.1797 1.8308 2.0557
H -5.1114 3.6019 -0.7056
H 3.1643 -0.9624 -6.5923
H -4.6691 3.9734 -3.7009
H -5.6119 1.9561 0.6253
H -5.0226 -1.7722 -4.4654
H -4.3687 5.9945 -1.4267
H -1.3791 3.6938 -1.1236
H -6.5277 1.2895 2.8957
H -2.5417 -2.7573 3.3391
H -4.3088 3.9561 1.3722
H 2.5508 -0.5205 -8.1456
H 0.2575 1.8950 -2.4896
H -6.0720 0.1986 -3.6979
H -5.4303 2.4071 -1.9514
H -3.3055 -4.5736 1.8828
H -0.9864 -3.0152 -1.3517
H 1.9213 -2.0373 -4.8656
H -5.4567 0.2409 0.9616
H -4.9517 3.0235 4.1727
H -3.9742 -0.5533 -5.1542
H 1.5897 -2.0059 -2.4030
H -5.5747 0.4980 -1.3285
H -2.0414 2.8140 1.5547
H -3.1623 0.3486 1.4421
H -1.9526 5.9679 -1.9515
H -5.9759 4.6697 -2.7597
H -2.7233 4.3735 -0.2218
H -6.0319 3.5909 2.9213
H -3.4557 -2.4220 -2.8288
H -3.3718 -0.9359 -0.6181
H -0.5572 0.5669 5.7621
H -1.5866 -0.9208 -2.0845
*
```

The total energy comes out at -2552.90639 hartree. The value obtained for the HOMO energy (alpha / beta) is -11.23 / -11.70 eV. The calculation puts the energy relative to the best compared isomer or geometry (same formula, charge and spin) at 0.0 kcal per mole. The LUMO energy (alpha / beta) is -0.099 / -0.193 Eh. For the HOMO-LUMO gap (alpha / beta), the calculation gives 8.5 / 6.4 eV.

natural (NBO) atomic charge list, values in e, 2 entries: 1.5926, 2.0571